No. 1
DFT (ωB97M-V with the def2-TZVPD basis set) results for C37H34N7PdS3Se as an isolated structure at a distorted geometry.

CARTESIAN COORDINATES (ANGSTROEM)
Pd: 1.446 0.355 2.916
N: 1.790 0.893 1.040
S: 1.003 1.740 0.134
N: 0.501 0.998 -1.243
S: -0.559 -0.118 -1.074
N: -0.785 -0.847 0.258
S: 0.272 -1.963 1.071
N: 1.031 -1.474 2.220
C: -0.986 -3.154 1.544
C: -1.314 -3.105 2.890
C: -2.306 -3.942 3.378
C: -2.963 -4.816 2.524
C: -2.653 -4.829 1.172
C: -1.673 -3.985 0.671
C: 1.404 -2.669 -0.151
C: 1.204 -3.783 -0.954
C: 2.206 -4.167 -1.834
C: 3.372 -3.425 -1.939
C: 3.548 -2.294 -1.155
C: 2.568 -1.911 -0.253
C: -0.295 -1.201 -2.454
C: 0.729 -0.972 -3.358
C: 0.876 -1.851 -4.423
C: 0.008 -2.922 -4.569
C: -1.019 -3.131 -3.655
C: -1.171 -2.272 -2.582
C: -2.157 0.559 -1.444
C: -3.268 0.153 -0.721
C: -4.502 0.699 -1.045
C: -4.601 1.631 -2.068
C: -3.472 2.032 -2.772
C: -2.233 1.502 -2.460
C: 1.977 3.049 -0.557
C: 2.576 2.933 -1.801
C: 3.451 3.928 -2.211
C: 3.717 5.007 -1.380
C: 3.122 5.097 -0.127
C: 2.245 4.114 0.295
C: -0.473 2.601 0.697
C: -1.164 2.167 1.813
C: -2.380 2.759 2.128
C: -2.897 3.764 1.325
C: -2.197 4.191 0.203
C: -0.987 3.604 -0.121
H: -0.783 -2.422 3.538
H: -2.565 -3.911 4.428
H: -3.721 -5.483 2.911
H: -3.182 -5.491 0.499
H: -1.486 -3.972 -0.392
H: 0.314 -4.386 -0.892
H: 2.069 -5.053 -2.439
H: 4.148 -3.734 -2.628
H: 4.454 -1.708 -1.233
H: 2.697 -1.035 0.368
H: 1.387 -0.126 -3.225
H: 1.669 -1.692 -5.141
H: 0.128 -3.599 -5.404
H: -1.700 -3.961 -3.783
H: -1.974 -2.409 -1.869
H: -3.159 -0.567 0.079
H: -5.384 0.399 -0.495
H: -5.566 2.050 -2.320
H: -3.556 2.769 -3.559
H: -1.341 1.805 -2.995
H: 2.367 2.080 -2.431
H: 3.931 3.858 -3.178
H: 4.394 5.783 -1.709
H: 3.352 5.922 0.532
H: 1.801 4.160 1.282
H: -0.766 1.376 2.435
H: -2.919 2.434 3.007
H: -3.846 4.219 1.576
H: -2.595 4.981 -0.420
H: -0.435 3.933 -0.992
N: 2.500 0.331 5.681
N: 1.597 -0.438 4.880
H: 2.703 -0.158 6.546
H: 2.073 1.226 5.886
H: 0.767 -0.740 5.385
H: 2.097 -1.276 4.596
Se: 3.395 4.536 4.225
C: 2.423 3.124 3.810
N: 1.721 2.233 3.516

Values from the calculation:
HOMO: -9.2 eV
calculated total energy: -150669.97399 eV
M: 858.31 g mol⁻¹
lowest unoccupied orbital energy: -2.7 eV
charge: +1

=====

No. 2
DFT (ωB97M-V with the def2-TZVPD basis set) results for a 6-piece molecular cluster, C37H35B3F3NO23 overall at a distorted geometry.

CARTESIAN COORDINATES (ANGSTROEM)
C: -0.718 3.038 4.619
C: -2.027 2.478 4.000
B: -1.677 1.478 2.865
O: -1.477 0.124 3.122
B: -0.982 -0.734 2.158
C: -0.291 -2.079 2.532
C: -0.402 -2.532 3.997
N: 0.839 -2.453 4.784
O: -1.064 -0.307 0.830
B: -0.761 1.049 0.717
C: 0.410 1.554 -0.190
C: 1.477 2.198 0.707
C: 2.877 2.228 0.107
F: 3.720 1.422 0.795
F: 3.414 3.460 0.123
F: 2.915 1.800 -1.171
O: -1.442 1.904 1.563
H: 0.188 2.555 4.243
H: -0.610 4.100 4.410
H: -0.707 2.907 5.700
H: -2.620 3.296 3.588
H: -2.625 1.994 4.772
H: -0.638 -2.852 1.840
H: 0.767 -1.939 2.266
H: -0.751 -3.564 4.028
H: -1.133 -1.923 4.530
H: 1.055 -1.491 5.017
H: 1.618 -2.810 4.240
H: 0.070 2.277 -0.935
H: 0.825 0.700 -0.725
H: 1.211 3.221 0.965
H: 1.579 1.658 1.652
O: -3.523 -2.305 -5.713
C: -3.292 -2.301 -4.517
C: -2.970 -1.136 -3.735
C: -2.748 -1.283 -2.422
O: -2.473 -0.278 -1.607
C: -2.805 -2.635 -1.731
O: -2.588 -2.638 -0.531
C: -3.119 -3.805 -2.514
C: -3.360 -3.652 -3.825
O: -3.675 -4.636 -4.647
H: -2.936 -0.174 -4.227
H: -2.324 -0.654 -0.712
H: -3.167 -4.764 -2.018
H: -3.787 -4.219 -5.527
O: 5.744 1.228 -2.440
C: 5.692 0.464 -3.387
C: 6.424 0.620 -4.619
C: 6.247 -0.290 -5.585
O: 6.835 -0.248 -6.770
C: 5.323 -1.485 -5.425
O: 5.249 -2.234 -6.384
C: 4.604 -1.655 -4.185
C: 4.769 -0.736 -3.222
O: 4.166 -0.765 -2.048
H: 7.071 1.477 -4.726
H: 6.512 -1.037 -7.253
H: 3.952 -2.511 -4.076
H: 4.460 0.045 -1.577
O: -0.026 -2.346 7.732
C: -0.059 -3.371 8.383
C: -0.308 -3.408 9.812
C: -0.334 -4.588 10.444
O: -0.554 -4.747 11.739
C: -0.107 -5.899 9.714
O: -0.147 -6.905 10.405
C: 0.134 -5.868 8.299
C: 0.168 -4.686 7.650
O: 0.383 -4.608 6.364
H: -0.472 -2.469 10.322
H: -0.506 -5.714 11.892
H: 0.290 -6.806 7.784
H: 0.466 -3.679 6.012
O: 5.298 3.283 -5.307
C: 5.151 4.481 -5.128
C: 5.148 5.123 -3.838
C: 4.962 6.451 -3.795
O: 4.934 7.167 -2.687
C: 4.754 7.291 -5.047
O: 4.584 8.483 -4.861
C: 4.770 6.646 -6.338
C: 4.959 5.319 -6.381
O: 4.997 4.605 -7.490
H: 5.293 4.514 -2.956
H: 4.778 8.092 -2.971
H: 4.631 7.250 -7.223
H: 5.143 3.678 -7.209
O: -5.905 -1.792 -2.720
C: -6.632 -0.862 -2.412
C: -6.546 0.468 -2.955
C: -7.406 1.394 -2.503
O: -7.436 2.647 -2.912
C: -8.459 1.089 -1.446
O: -9.165 2.027 -1.121
C: -8.552 -0.248 -0.914
C: -7.691 -1.172 -1.366
O: -7.666 -2.428 -0.962
H: -5.795 0.678 -3.704
H: -8.158 3.076 -2.405
H: -9.306 -0.461 -0.170
H: -6.937 -2.857 -1.457

Values from the calculation:
HOMO: -9.2 eV
calculated total energy: -97707.69673 eV
M: 951.10 g mol⁻¹
lowest unoccupied orbital energy: -1.7 eV
SMILES: CCB1OB(CCN)OB(CCC(F)(F)F)O1.O=C1C=C(O)C(=O)C=C1O.O=C1C=C(O)C(=O)C=C1O.O=C1C=C(O)C(=O)C=C1O.O=C1C=C(O)C(=O)C=C1O.O=C1C=C(O)C(=O)C=C1O

=====

No. 3
DFT (ωB97M-V with the def2-TZVPD basis set) results for C37H35BrCrN7OS as an isolated structure at a distorted geometry.

CARTESIAN COORDINATES (ANGSTROEM)
Cr: -0.545 -0.485 0.043
Br: 0.431 -2.039 -6.763
C: 0.712 -1.476 -4.972
C: 1.268 -0.214 -4.723
C: 1.374 0.237 -3.436
C: 0.896 -0.526 -2.344
O: 0.915 -0.033 -1.158
C: 0.438 -1.863 -2.609
C: 0.244 -2.753 -1.513
N: -0.018 -2.319 -0.317
C: 0.180 -3.063 0.836
C: 0.083 -4.428 1.017
C: 0.514 -4.995 2.223
C: 1.082 -4.228 3.211
C: 1.203 -2.833 3.054
C: 1.864 -1.987 3.971
C: 2.010 -0.662 3.648
C: 1.426 -0.164 2.476
N: 0.720 -0.904 1.632
C: 0.681 -2.242 1.879
C: 0.360 -2.310 -3.935
H: 1.604 0.388 -5.552
H: 1.802 1.203 -3.224
H: 0.440 -3.811 -1.683
H: -0.302 -5.058 0.229
H: 0.445 -6.063 2.349
H: 1.470 -4.674 4.113
H: 2.270 -2.398 4.883
H: 2.569 0.007 4.282
H: 1.558 0.877 2.225
H: -0.005 -3.302 -4.151
C: -4.138 -2.904 -1.754
C: -4.926 -1.962 -2.398
C: -4.474 -0.657 -2.444
C: -3.224 -0.345 -1.898
N: -2.465 -1.265 -1.291
C: -2.934 -2.502 -1.202
C: -2.602 0.977 -2.000
C: -3.063 1.966 -2.872
C: -2.326 3.126 -3.038
C: -1.123 3.243 -2.358
C: -0.743 2.223 -1.504
N: -1.478 1.139 -1.284
H: -4.452 -3.931 -1.676
H: -5.868 -2.239 -2.847
H: -5.090 0.102 -2.897
H: -2.322 -3.212 -0.662
H: -3.978 1.820 -3.422
H: -2.660 3.899 -3.712
H: -0.494 4.107 -2.485
H: 0.214 2.238 -1.009
S: -2.573 -0.948 1.545
C: -2.594 -1.477 3.157
N: -3.566 -2.368 3.497
C: -3.739 -2.840 4.746
C: -2.932 -2.414 5.764
C: -1.923 -1.480 5.474
C: -1.746 -1.039 4.190
H: -4.205 -2.641 2.757
H: -4.527 -3.563 4.893
H: -3.079 -2.772 6.768
H: -1.294 -1.106 6.267
H: -0.977 -0.330 3.943
C: -1.083 2.339 2.742
C: -0.794 3.441 3.810
N: -0.226 4.580 3.129
C: -1.197 5.166 2.232
C: -1.712 4.062 1.255
N: -0.868 2.888 1.409
C: 0.523 3.295 1.218
C: 0.962 4.187 2.410
H: -2.117 1.991 2.810
H: -0.413 1.488 2.874
H: -0.083 3.087 4.561
H: -1.708 3.754 4.318
H: -0.724 5.982 1.685
H: -2.018 5.575 2.820
H: -1.668 4.406 0.222
H: -2.743 3.782 1.474
H: 0.588 3.865 0.289
H: 1.146 2.405 1.117
H: 1.480 5.076 2.055
H: 1.622 3.653 3.093

Values from the calculation:
HOMO (spin up / spin down): -12.0 / -12.0 eV
calculated total energy: -160703.30670 eV
<S²>: 3.79
M: 757.70 g mol⁻¹
lowest unoccupied orbital energy (spin up / spin down): -6.1 / -6.2 eV
charge: +2
multiplicity: 4

=====

No. 4
DFT (ωB97M-V with the def2-TZVPD basis set) results for C37H35F6MnN6O5PS2 as an isolated structure.

CARTESIAN COORDINATES (ANGSTROEM)
Mn: 0.683 0.100 0.419
F: 0.290 0.933 5.212
C: -0.691 1.669 4.688
F: -1.682 1.749 5.562
F: -0.219 2.891 4.445
S: -1.285 0.944 3.100
O: -0.158 1.121 2.205
O: -2.479 1.671 2.815
N: -1.544 -0.544 3.498
S: -1.008 -1.838 2.784
O: 0.057 -1.627 1.826
O: -2.076 -2.703 2.402
C: -0.172 -2.705 4.180
F: -1.061 -3.160 5.050
F: 0.671 -1.886 4.804
F: 0.520 -3.732 3.685
C: 3.067 -2.025 -2.458
C: 3.519 -1.003 -3.280
C: 3.059 0.282 -3.070
C: 2.160 0.536 -2.034
N: 1.789 -0.450 -1.200
C: 2.210 -1.693 -1.428
C: 1.503 1.819 -1.757
C: 1.552 2.904 -2.634
C: 0.785 4.027 -2.371
C: -0.030 4.043 -1.242
C: -0.060 2.958 -0.374
C: 0.709 1.809 -0.594
H: 3.380 -3.050 -2.599
H: 4.217 -1.211 -4.082
H: 3.388 1.092 -3.705
H: 1.837 -2.444 -0.741
H: 2.166 2.874 -3.529
H: 0.805 4.875 -3.045
H: -0.649 4.910 -1.040
H: -0.710 3.016 0.495
O: -0.822 -0.722 -0.750
P: -2.166 -0.797 -1.406
C: -3.004 -2.336 -1.020
C: -2.222 -3.431 -0.662
C: -2.823 -4.652 -0.399
C: -4.202 -4.778 -0.486
C: -4.986 -3.686 -0.835
C: -4.389 -2.463 -1.102
C: -3.285 0.540 -0.980
C: -3.794 0.586 0.316
C: -4.626 1.628 0.696
C: -4.950 2.622 -0.216
C: -4.445 2.579 -1.510
C: -3.614 1.539 -1.895
C: -1.939 -0.743 -3.196
C: -2.666 -1.538 -4.077
C: -2.431 -1.451 -5.443
C: -1.473 -0.572 -5.929
C: -0.747 0.225 -5.052
C: -0.978 0.140 -3.688
H: -1.150 -3.309 -0.563
H: -2.216 -5.498 -0.104
H: -4.672 -5.730 -0.269
H: -6.063 -3.783 -0.890
H: -5.001 -1.605 -1.359
H: -3.548 -0.194 1.031
H: -5.001 1.669 1.710
H: -5.598 3.436 0.084
H: -4.694 3.358 -2.220
H: -3.220 1.509 -2.903
H: -3.405 -2.235 -3.700
H: -2.993 -2.075 -6.126
H: -1.290 -0.509 -6.995
H: 0.001 0.913 -5.427
H: -0.418 0.764 -2.997
C: 2.498 -0.213 2.933
N: 3.671 0.078 3.738
C: 3.839 1.530 3.815
N: 4.007 2.125 2.489
C: 2.827 1.830 1.691
N: 2.584 0.354 1.557
C: 3.819 -0.216 0.943
N: 5.016 0.058 1.725
C: 4.841 -0.493 3.071
C: 5.170 1.512 1.845
H: 1.617 0.194 3.416
H: 2.382 -1.293 2.840
H: 4.717 1.755 4.424
H: 2.959 1.965 4.292
H: 2.945 2.240 0.691
H: 1.952 2.285 2.152
H: 3.946 0.212 -0.047
H: 3.691 -1.296 0.854
H: 5.732 -0.278 3.663
H: 4.720 -1.575 3.002
H: 5.293 1.941 0.848
H: 6.063 1.728 2.433

Values from the calculation:
HOMO (spin up / spin down): -7.7 / -7.2 eV
calculated total energy: -136700.48970 eV
<S²>: 0.89
M: 907.76 g mol⁻¹
lowest unoccupied orbital energy (spin up / spin down): 0.4 / 0.4 eV
multiplicity: 2

=====

No. 5
DFT (ωB97M-V with the def2-TZVPD basis set) results for C37H35F6N8PSTi as an isolated structure.

CARTESIAN COORDINATES (ANGSTROEM)
Ti: -0.342 0.390 0.976
S: -5.446 0.183 -4.306
N: -4.386 -0.947 -3.838
C: -3.542 -0.366 -3.007
C: -2.405 -1.011 -2.366
C: -1.987 -2.279 -2.618
C: -0.836 -2.774 -1.935
C: -0.215 -1.991 -1.014
N: -0.596 -0.712 -0.727
C: -1.666 -0.192 -1.443
C: -1.944 1.145 -1.228
N: -1.118 1.800 -0.304
C: -1.267 3.166 -0.233
C: -2.171 3.873 -0.955
C: -3.093 3.192 -1.815
C: -2.984 1.844 -1.934
C: -3.822 1.020 -2.797
N: -4.868 1.448 -3.478
H: -2.534 -2.898 -3.316
H: -0.483 -3.781 -2.102
H: 0.601 -2.366 -0.420
H: -0.625 3.671 0.475
H: -2.227 4.944 -0.819
H: -3.870 3.726 -2.345
C: 2.058 -1.491 3.074
N: 2.112 -1.385 1.617
C: 2.401 -2.701 1.070
C: 3.134 -0.434 1.208
C: 2.779 0.973 1.614
C: 3.806 1.850 1.946
C: 3.531 3.148 2.360
C: 2.213 3.555 2.477
C: 1.190 2.674 2.138
C: 1.433 1.375 1.669
H: 3.037 -1.796 3.478
H: 1.309 -2.228 3.354
H: 1.776 -0.539 3.518
H: 3.328 -3.122 1.491
H: 2.526 -2.642 -0.013
H: 1.578 -3.379 1.299
H: 3.225 -0.497 0.120
H: 4.118 -0.702 1.630
H: 4.834 1.505 1.906
H: 4.341 3.818 2.622
H: 1.977 4.547 2.845
H: 0.170 3.014 2.280
F: -3.676 -8.133 4.030
C: -3.356 -7.168 4.908
F: -2.435 -7.691 5.744
F: -4.454 -6.937 5.656
C: -2.861 -5.921 4.242
C: -2.708 -5.854 2.866
C: -2.236 -4.690 2.282
C: -1.911 -3.581 3.065
C: -2.077 -3.662 4.452
C: -2.546 -4.823 5.035
C: -1.412 -2.383 2.461
C: -0.980 -1.369 1.946
H: -2.959 -6.708 2.252
H: -2.117 -4.626 1.208
H: -1.837 -2.799 5.059
H: -2.673 -4.879 6.109
C: 0.671 3.634 -3.151
N: 0.761 2.314 -3.933
C: 1.995 2.363 -4.825
N: 3.167 2.627 -4.066
C: 3.014 3.891 -3.346
N: 1.874 3.884 -2.441
C: 2.062 2.955 -1.317
P: 2.238 1.177 -1.822
C: 0.812 1.135 -3.006
C: 3.511 1.521 -3.154
H: -0.182 3.546 -2.479
H: 0.492 4.407 -3.900
H: -0.073 2.235 -4.515
H: 1.818 3.160 -5.550
H: 2.059 1.401 -5.334
H: 2.881 4.693 -4.077
H: 3.920 4.084 -2.775
H: 1.225 3.040 -0.629
H: 2.954 3.240 -0.755
H: -0.124 1.111 -2.451
H: 0.862 0.231 -3.617
H: 3.671 0.617 -3.746
H: 4.463 1.758 -2.677
F: -3.123 0.829 1.845
C: -1.900 1.244 2.292
F: -1.835 0.877 3.601
F: -2.022 2.621 2.358

Values from the calculation:
HOMO (spin up / spin down): -5.6 / -5.6 eV
calculated total energy: -110399.89550 eV
M: 816.64 g mol⁻¹
lowest unoccupied orbital energy (spin up / spin down): -0.6 / -0.6 eV